1.
The following is a quantum chemistry calculation of a single C6H12O molecule, from the Open Molecules 2025 dataset.

## Properties
HOMO	-10.0	eV
SMILES string	CC1(C)OC1(C)C
2S+1	1
energy relative to the best compared isomer or geometry (same formula, charge and spin)	19.6	kcal/mol
net charge	0

Each line ends with the Löwdin charge.
Positions of all 19 atoms, in Å:
C (1.6764, 0.8702, 0.6326)  -0.01
C (0.7340, -0.2036, 0.1242)  -0.48
C (1.3861, -1.0874, -0.9223)  -0.01
O (-0.0152, -0.8910, 1.1301)  0.02
C (-0.7375, -0.0616, 0.2159)  -0.48
C (-1.3896, 1.1641, 0.8256)  -0.01
C (-1.6695, -0.7903, -0.7338)  -0.01
H (2.5952, 0.4099, 1.0136)  0.09
H (1.2451, 1.4608, 1.4414)  0.07
H (1.9594, 1.5481, -0.1802)  0.09
H (1.6174, -0.5094, -1.8238)  0.09
H (0.7603, -1.9347, -1.2048)  0.07
H (2.3302, -1.4887, -0.5365)  0.09
H (-1.6442, 1.8917, 0.0471)  0.09
H (-2.3211, 0.8775, 1.3271)  0.09
H (-0.7565, 1.6561, 1.5646)  0.07
H (-2.6206, -1.0041, -0.2328)  0.09
H (-1.2595, -1.7397, -1.0801)  0.07
H (-1.8904, -0.1679, -1.6080)  0.09

Forces on atoms 1 to 3 (eV/Å):
0.0 0.0 0.0
0.2 0.1 -0.1
0.0 0.0 0.0

2.
The following is a quantum chemistry calculation of a single C6H9N molecule at a distorted geometry, from the Open Molecules 2025 dataset.

## Properties
HOMO	-9.4	eV
SMILES string	CC#CC[C@H]1CN1
2S+1	1
energy relative to the best compared isomer or geometry (same formula, charge and spin)	89.9	kcal/mol
net charge	0

Each line ends with the Löwdin charge.
Positions of all 16 atoms, in Å:
C (-3.0866, -1.7730, 0.1976)  -0.11
C (-1.9264, -0.9174, -0.0571)  -0.09
C (-0.9840, -0.2082, -0.3064)  -0.04
C (0.1417, 0.6607, -0.6602)  -0.16
C (1.1978, 0.7964, 0.4498)  -0.33
C (2.5687, 0.5816, -0.0137)  -0.17
N (2.0380, 1.9637, 0.2554)  0.02
H (-2.7845, -2.7454, 0.5996)  0.07
H (-3.6367, -1.9509, -0.7325)  0.08
H (-3.7753, -1.3093, 0.9112)  0.07
H (-0.2226, 1.6443, -0.9728)  0.12
H (0.6364, 0.2273, -1.5406)  0.11
H (0.9064, 0.3955, 1.4200)  0.14
H (2.7888, 0.3770, -1.0470)  0.10
H (3.2431, 0.1504, 0.7333)  0.11
H (2.8954, 2.1072, 0.7635)  0.08

Forces on atoms 1 to 3 (eV/Å):
-0.1 -0.1 0.0
0.4 0.3 -0.1
-0.4 -0.2 0.1

3.
The following is a quantum chemistry calculation of 2 unconnected molecules or ions with the total composition C2H7O2 at a distorted geometry, from the Open Molecules 2025 dataset.

## Properties
HOMO	-2.6	eV
2S+1	1
energy relative to the best compared isomer or geometry (same formula, charge and spin)	11.7	kcal/mol
net charge	-1

Each line ends with the Löwdin charge.
Positions of all 11 atoms, in Å:
C (0.1906, 0.1665, -0.6643)  -0.57
O (1.1555, 0.0019, 0.2578)  -0.37
C (-0.8261, -0.9792, -0.8583)  -0.15
H (0.7133, 0.1356, -1.7027)  0.07
H (-0.2516, 1.1868, -0.6118)  0.08
H (-0.3804, -1.9627, -0.7588)  0.05
H (-1.3098, -0.8554, -1.8294)  0.04
H (-1.6537, -0.9926, -0.1326)  0.04
H (0.7826, 0.3091, 1.8707)  0.01
H (0.9743, 1.8591, 1.9768)  -0.02
O (0.6054, 1.1310, 2.4526)  -0.18

Forces on atoms 1 to 3 (eV/Å):
1.9 -0.5 -1.6
0.0 -0.7 0.7
-1.1 0.6 0.7

4.
The following is a quantum chemistry calculation of 5 unconnected molecules or ions with the total composition C28H46BBrFO9 at a distorted geometry, from the Open Molecules 2025 dataset.

## Properties
HOMO	-4.6	eV
2S+1	1
net charge	-1

Each line ends with the Löwdin charge.
Positions of all 86 atoms, in Å:
C (0.7500, 2.7201, 2.0439)  0.00
C (-0.6655, 2.9035, 2.0217)  -0.17
C (-2.2080, 3.2332, 1.4830)  -0.16
B (-2.7801, 2.0406, 0.4506)  -1.18
Br (-1.6014, 0.4361, 0.6823)  0.68
O (-4.1952, 1.8435, 0.8184)  -0.16
C (-4.7750, 0.6381, 0.2072)  -0.20
C (-6.4052, 0.7519, 0.3626)  -0.29
C (-6.7825, 2.3431, 0.0119)  -0.11
C (-7.2713, -0.1555, -0.6898)  -0.19
C (-6.6554, -1.6392, -1.0110)  -0.38
C (-5.5263, -1.6129, -2.2449)  -0.11
C (-6.1368, -2.4724, 0.3143)  -0.12
C (-2.5538, 2.6435, -1.0827)  -0.28
C (-1.0561, 3.2619, -1.3406)  -0.09
F (-3.6329, 3.5852, -1.4967)  -0.13
H (1.9264, 2.5877, 1.9279)  0.03
H (-2.2335, 4.3035, 0.9850)  0.10
H (-2.8932, 3.3212, 2.4555)  0.10
H (-4.4448, -0.2752, 0.9015)  0.11
H (-4.3860, 0.5440, -0.8931)  0.12
H (-6.7277, 0.6171, 1.5020)  0.14
H (-6.0360, 2.7652, -0.8164)  0.09
H (-6.7871, 3.0163, 0.9834)  0.08
H (-7.8455, 2.2975, -0.5218)  0.06
H (-8.3340, -0.3406, -0.1782)  0.12
H (-7.4895, 0.3885, -1.7129)  0.11
H (-7.5572, -2.2823, -1.4572)  0.11
H (-6.0049, -2.1314, -3.2043)  0.08
H (-5.3041, -0.4978, -2.5764)  0.08
H (-4.5597, -2.2296, -1.9889)  0.08
H (-6.5709, -2.0894, 1.3312)  0.08
H (-6.3744, -3.6161, 0.0961)  0.08
H (-4.9497, -2.4068, 0.3449)  0.08
H (-2.6508, 1.6986, -1.8041)  0.10
H (-0.9177, 4.2770, -0.7630)  0.08
H (-0.8690, 3.4257, -2.5072)  0.07
H (-0.2620, 2.4506, -0.9895)  0.07
O (2.1647, 1.3215, -0.3870)  0.08
C (2.9786, 0.6736, 0.2501)  -0.46
O (3.9733, 1.2200, 1.0091)  0.01
C (4.7994, 0.1754, 1.5210)  -0.16
C (3.9433, -1.0634, 1.4833)  -0.16
C (3.0663, -0.8223, 0.2807)  -0.07
H (5.6861, 0.0875, 0.8844)  0.10
H (5.1167, 0.4213, 2.5386)  0.12
H (4.5250, -1.9870, 1.4225)  0.12
H (3.3226, -1.1130, 2.3862)  0.10
H (3.5367, -1.1717, -0.6426)  0.11
H (2.0791, -1.2726, 0.4073)  0.13
O (7.3968, -1.7932, 0.8757)  0.11
C (7.1287, -2.0796, -0.2794)  -0.45
O (6.0405, -1.6087, -0.9565)  0.01
C (5.9809, -2.2321, -2.2386)  -0.16
C (7.3854, -2.6980, -2.5199)  -0.17
C (7.9069, -3.0250, -1.1435)  -0.09
H (5.2691, -3.0628, -2.1903)  0.13
H (5.6335, -1.5105, -2.9837)  0.13
H (7.4283, -3.5403, -3.2156)  0.12
H (7.9705, -1.8751, -2.9483)  0.12
H (7.6707, -4.0522, -0.8522)  0.14
H (8.9803, -2.8372, -1.0661)  0.13
O (3.3260, -1.6984, 4.5552)  0.10
C (3.9222, -0.8861, 5.2427)  -0.45
O (5.2586, -0.6251, 5.1414)  0.02
C (5.6355, 0.2929, 6.1664)  -0.17
C (4.3626, 0.9967, 6.5579)  -0.17
C (3.3170, -0.0683, 6.3432)  -0.08
H (6.0712, -0.2713, 6.9977)  0.13
H (6.3848, 0.9900, 5.7799)  0.13
H (4.3840, 1.3895, 7.5779)  0.12
H (4.1776, 1.8356, 5.8760)  0.13
H (3.1900, -0.6981, 7.2281)  0.14
H (2.3622, 0.3634, 6.0343)  0.14
O (-3.1783, -2.2998, -3.8979)  0.08
C (-2.4812, -1.3370, -4.1722)  -0.45
O (-2.0949, -0.3851, -3.2728)  0.02
C (-1.3835, 0.6449, -3.9576)  -0.18
C (-0.8854, 0.0071, -5.2281)  -0.17
C (-1.9648, -0.9989, -5.5379)  -0.09
H (-2.0710, 1.4750, -4.1511)  0.13
H (-0.5614, 1.0040, -3.3318)  0.13
H (-0.7142, 0.7271, -6.0328)  0.12
H (0.0593, -0.5157, -5.0351)  0.12
H (-2.7741, -0.5590, -6.1272)  0.13
H (-1.5588, -1.8825, -6.0358)  0.13

Forces on atoms 1 to 3 (eV/Å):
-9.2 1.6 -0.5
9.5 -0.2 -1.1
1.1 0.9 2.5

LUMO energy values (in eV) by entry order: 0.99; 1.06; 4.76; 1.88.
Orbital gap values (in eV) by entry order: 10.9467; 10.4556; 7.3323; 6.4728.